The following is a DFT calculation (ωB97M-V/def2-TZVPD) of a molecular structure, C42H58N3O2P2SSi3Sr at a distorted geometry.

Atoms and positions in Å:
Sr1 0.5085 0.1102 -0.0258
O1 -1.0191 -1.1003 -1.5341
P1 -2.3741 -0.5404 -1.1932
C1 -2.4244 -0.5556 0.6565
P2 -2.1314 0.6700 2.0044
O2 -0.6641 1.0237 1.9222
C2 -3.2636 2.0392 1.8560
C3 -2.9431 3.2378 2.4887
C4 -3.8070 4.3170 2.3846
C5 -4.9822 4.1987 1.6554
C6 -5.3035 3.0037 1.0250
C7 -4.4428 1.9226 1.1234
C8 -2.5280 -0.2607 3.4720
C9 -3.8113 -0.2437 4.0184
C10 -4.0908 -1.0148 5.1347
C11 -3.0911 -1.7910 5.7073
C12 -1.8115 -1.8012 5.1702
C13 -1.5246 -1.0378 4.0499
C14 -3.7235 -1.5149 -1.8360
C15 -4.9939 -1.5218 -1.2651
C16 -6.0090 -2.2593 -1.8520
C17 -5.7554 -2.9858 -3.0085
C18 -4.4897 -2.9822 -3.5773
C19 -3.4679 -2.2500 -2.9922
C20 -2.5421 1.1395 -1.7784
C21 -3.1232 1.5388 -2.9757
C22 -3.0251 2.8665 -3.3698
C23 -2.3600 3.7953 -2.5765
C24 -1.7862 3.4110 -1.3703
C25 -1.8837 2.0851 -1.0001
H1 -1.6321 -1.2782 0.8963
H2 -3.3383 -1.0827 0.9556
H3 -2.0182 3.3254 3.0461
H4 -3.5629 5.2513 2.8720
H5 -5.6529 5.0440 1.5754
H6 -6.2174 2.9174 0.4529
H7 -4.6843 0.9977 0.6147
H8 -4.5829 0.3799 3.5829
H9 -5.0830 -1.0013 5.5651
H10 -3.3115 -2.3849 6.5846
H11 -1.0328 -2.4011 5.6218
H12 -0.5265 -1.0379 3.6314
H13 -5.2027 -0.9580 -0.3635
H14 -6.9945 -2.2712 -1.4064
H15 -6.5487 -3.5634 -3.4640
H16 -4.2940 -3.5573 -4.4721
H17 -2.4688 -2.2576 -3.4105
H18 -3.6490 0.8224 -3.5955
H19 -3.4866 3.1837 -4.2961
H20 -2.3075 4.8293 -2.8937
H21 -1.2845 4.1302 -0.7373
H22 -1.5231 1.7577 -0.0337
C26 3.5703 -1.1590 -2.7537
Si1 4.1964 -0.5795 -1.0605
C27 5.8944 -1.3985 -0.9328
C28 4.5952 1.2735 -1.2101
C29 3.0574 -0.8798 0.3615
Si2 3.5440 0.1086 1.8342
C30 5.3569 0.1322 2.3403
C31 2.5850 -0.4459 3.3676
C32 3.0638 1.9491 1.6704
Si3 2.9436 -2.6530 0.7332
C33 2.7433 -3.7312 -0.7970
C34 4.3463 -3.4162 1.7361
C35 1.3526 -3.1490 1.7031
C36 1.4396 -4.1398 2.6848
C37 0.3070 -4.7635 3.1799
C38 -0.9188 -4.4001 2.6517
C39 -0.9392 -3.3762 1.7228
N1 0.1382 -2.7240 1.2771
H23 3.8384 -0.4325 -3.5266
H24 2.4911 -1.2989 -2.8051
H25 4.0471 -2.1043 -3.0211
H26 6.4900 -1.1348 -1.8121
H27 5.8097 -2.4883 -0.9214
H28 6.4534 -1.0989 -0.0445
H29 5.0373 1.4853 -2.1892
H30 5.3242 1.5850 -0.4591
H31 3.7097 1.8969 -1.0554
H32 5.7393 -0.8770 2.5078
H33 5.4693 0.6922 3.2728
H34 5.9956 0.6059 1.5922
H35 2.7856 -1.4803 3.6555
H36 1.5049 -0.3470 3.2168
H37 2.8519 0.1926 4.2141
H38 3.8457 2.5401 1.1920
H39 2.8891 2.3770 2.6607
H40 2.1469 2.1251 1.0940
H41 3.6523 -3.7269 -1.4021
H42 1.9196 -3.3865 -1.4267
H43 2.5421 -4.7675 -0.5144
H44 5.2946 -3.2300 1.2278
H45 4.2381 -4.4991 1.8275
H46 4.4296 -2.9925 2.7399
H47 2.4125 -4.4381 3.0480
H48 0.3843 -5.5333 3.9373
H49 -1.8417 -4.8782 2.9498
H50 -1.9011 -3.0827 1.3149
C40 3.5845 3.5200 -4.4890
N2 2.6939 2.8858 -3.5193
C41 1.4684 2.4242 -3.7805
S1 0.7860 1.1193 -2.9249
N3 0.7562 2.9792 -4.7732
C42 0.8957 4.3414 -5.2730
H51 4.6005 3.2079 -4.2591
H52 3.5431 4.6073 -4.4471
H53 3.3469 3.1850 -5.4978
H54 3.1514 2.4072 -2.7596
H55 -0.1314 2.5255 -4.9148
H56 1.4850 4.3962 -6.1874
H57 1.3499 4.9760 -4.5137
H58 -0.0993 4.7287 -5.4823

## Properties
Spin multiplicity: 1
Energy relative to the best compared isomer or geometry (same formula, charge and spin) in kJ/mol: 162.3
Net charge: +1
Calculated total energy in a.u.: -3930.1684

---

The following is a DFT calculation (ωB97M-V/def2-TZVPD) of 4 unconnected molecules or ions with the total composition C42H60BF9NO8PS at a distorted geometry.

Atoms and positions in Å:
C1 8.2881 -1.4946 3.9543
C2 6.7804 -2.1442 3.8024
C3 5.5580 -1.0523 3.8453
C4 4.4901 -1.4157 2.6105
C5 4.0559 -2.9722 2.2181
C6 2.9912 -3.2808 0.9970
C7 2.6059 -4.8438 0.6858
C8 2.9092 -5.8544 1.9832
O1 2.4445 -7.1918 1.5836
C9 2.3805 -2.0066 0.1570
C10 2.7694 -0.4076 0.4619
C11 3.8213 -0.1823 1.7208
N1 2.1637 0.6788 -0.3910
C12 2.7533 2.0429 -0.1514
C13 4.2113 2.0576 -0.9716
C14 5.3300 3.0501 -0.3053
F1 6.5037 3.0407 -1.2581
F2 5.8604 2.4393 0.9548
C15 4.8861 4.6190 -0.1633
F3 3.6508 4.9772 -0.9499
F4 5.9787 5.4582 -0.7844
C16 4.7148 5.1686 1.3696
F5 3.8472 6.4022 1.2687
F6 3.9577 4.2453 2.2757
C17 6.0980 5.6581 2.0989
F7 7.3031 4.8645 1.7704
F8 5.8817 5.5300 3.5887
F9 6.4421 7.0894 1.8720
C18 0.6597 0.6526 -0.4333
C19 -0.3675 1.8823 -0.0688
C20 -2.0306 1.7513 -0.1895
C21 -2.8626 3.1325 0.2068
C22 -3.9211 2.9415 1.4445
C23 -5.1748 4.0470 1.5037
C24 -6.3775 4.0290 2.6175
C25 -6.3435 2.8532 3.7609
C26 -5.1090 1.7404 3.7288
C27 -5.2050 0.5618 4.9107
C28 -3.8902 1.7654 2.5862
C29 -2.7815 0.3400 -0.6806
P1 -4.6782 0.1952 -0.8508
O2 -5.4159 1.6108 -1.0784
O3 -5.4659 -0.4810 0.5907
O4 -5.1967 -0.8000 -2.2214
C30 -1.7343 -0.9228 -1.0058
B1 -2.2705 -2.4419 -1.4644
O5 -2.3825 -3.4329 -0.3492
C31 -2.6278 -2.8492 -3.0252
C32 -3.8165 -4.0028 -2.9943
C33 -0.0822 -0.7738 -0.8988
S1 1.1099 -2.2260 -1.2558
H1 8.9803 -2.3822 4.3513
H2 8.7535 -1.1977 2.8954
H3 8.3716 -0.6351 4.7439
H4 6.6972 -2.9968 4.6266
H5 6.7812 -2.7160 2.7567
H6 5.9953 0.0289 3.5953
H7 5.0282 -0.9542 4.8882
H8 4.5903 -3.8144 2.8732
H9 1.4481 -4.8592 0.4083
H10 3.2505 -5.2742 -0.2098
H11 4.0796 -5.8963 2.1178
H12 2.4263 -5.4736 2.9792
H13 1.6077 -7.0210 1.0405
H14 4.1270 0.9018 2.0374
H15 2.1389 2.9373 -0.6496
H16 2.8637 2.3292 0.9796
H17 4.5989 0.9575 -1.1898
H18 3.9610 2.5092 -2.0481
H19 0.1018 2.9113 0.3040
H20 -2.1027 3.9891 0.5436
H21 -3.4853 3.4609 -0.7483
H22 -5.2298 4.8847 0.6629
H23 -7.2284 4.8508 2.5281
H24 -7.2193 2.8468 4.5478
H25 -6.3274 0.1629 4.8380
H26 -5.0469 1.0949 5.9416
H27 -4.4127 -0.2603 4.6527
H28 -3.0505 0.9462 2.5801
H29 -4.8865 -1.1891 0.9994
H30 -4.7669 -0.4821 -3.0695
H31 -1.4822 -3.5829 0.0749
H32 -2.9434 -1.8616 -3.5797
H33 -1.6579 -3.3520 -3.4881
H34 -4.3511 -4.0711 -1.9555
H35 -4.6426 -3.7121 -3.7874
H36 -3.2916 -5.0405 -3.2369
C34 2.2027 -8.0638 -3.3071
C35 2.0382 -8.2164 -1.8034
C36 2.7946 -9.4283 -1.2833
O6 0.6543 -8.3536 -1.4913
H37 1.8057 -8.9378 -3.8356
H38 1.6430 -7.1948 -3.6693
H39 3.2558 -7.9402 -3.5785
H40 2.3996 -7.3130 -1.3001
H41 2.4185 -10.3507 -1.7399
H42 2.6571 -9.5326 -0.2017
H43 3.8654 -9.3456 -1.4939
H44 0.3248 -9.1534 -1.9341
C37 -7.2885 1.0763 -5.1927
C38 -7.6663 -0.3195 -5.6623
C39 -9.1726 -0.4670 -5.8063
O7 -7.1853 -1.2794 -4.7250
H45 -7.7248 1.2910 -4.2107
H46 -6.2024 1.1642 -5.0817
H47 -7.6309 1.8372 -5.9010
H48 -7.1824 -0.5283 -6.6227
H49 -9.6757 -0.3071 -4.8461
H50 -9.4305 -1.4801 -6.1330
H51 -9.5715 0.2476 -6.5330
H52 -7.6096 -1.1016 -3.8691
C40 0.0393 8.6805 1.3311
C41 0.2695 7.2203 0.9755
C42 1.1649 7.0817 -0.2454
O8 -0.9842 6.5943 0.7152
H53 -0.4572 9.2102 0.5104
H54 -0.6168 8.7652 2.2041
H55 0.9841 9.1865 1.5526
H56 0.7243 6.7015 1.8265
H57 0.7083 7.5547 -1.1220
H58 1.3118 6.0259 -0.4969
H59 2.1435 7.5397 -0.0711
H60 -1.3954 7.0486 -0.0390

## Properties
Spin multiplicity: 1
Structure (SMILES): CCCc1cc(CCO)c2c(c1)N(CCC(F)(F)C(F)(F)C(F)(F)C(F)(F)F)c1cc(Cc3cccc(C)c3)c(P(=O)(O)O)c(B(O)CC)c1S2.CC(C)O.CC(C)O.CC(C)O
Calculated total energy in a.u.: -3955.1180

---

no.,frontier orbital gap (eV)
1,7.046
2,6.921